# C38H99F2N6O22S2

10 unconnected molecules or ions with the total composition C38H99F2N6O22S2 (ωB97M-V with the def2-TZVPD basis set, the Open Molecules 2025 dataset).

ORCA input file:
```
! RIJCOSX wB97M-V def2-TZVPD def2/J DEFGRID3
* xyz -1 1
H 10.945 -19.458 25.189
H 18.532 -17.815 24.061
C 16.753 -13.428 24.244
H 19.934 -17.595 20.324
C 9.380 -16.496 22.959
H 15.056 -20.534 20.830
H 22.211 -18.366 14.608
C 11.686 -18.870 25.744
C 9.747 -18.853 22.242
C 19.922 -13.046 16.879
N 8.979 -17.613 22.097
H 21.408 -16.514 15.904
H 16.041 -17.550 24.657
O 18.790 -17.521 24.945
O 14.771 -14.387 25.176
C 14.530 -20.092 27.852
H 21.514 -22.021 19.994
O 11.926 -17.828 24.813
O 10.158 -12.471 19.087
C 16.787 -17.059 14.589
O 15.154 -14.360 18.832
H 16.888 -17.281 13.527
C 19.037 -14.030 14.960
C 16.472 -17.541 29.620
H 9.738 -12.035 21.104
H 15.649 -13.001 20.222
H 11.096 -11.209 20.434
H 12.370 -20.726 26.424
H 8.030 -20.808 19.222
N 21.246 -17.540 17.772
H 23.135 -18.410 16.091
H 16.987 -12.761 25.082
C 21.273 -21.368 19.156
H 10.802 -18.705 21.983
C 21.183 -17.507 16.310
H 9.093 -11.724 17.512
O 14.479 -16.993 22.597
H 11.133 -14.292 20.819
H 15.938 -15.426 23.944
H 18.055 -14.911 13.325
C 9.190 -11.578 18.588
H 17.468 -17.935 29.844
H 8.157 -19.997 21.293
S 14.295 -18.178 21.815
H 17.927 -16.084 16.009
C 20.255 -16.666 18.415
H 12.654 -13.680 19.213
H 19.311 -16.036 20.148
H 19.308 -17.135 18.123
H 17.729 -17.585 26.766
H 7.423 -12.975 22.255
C 17.879 -14.873 14.403
N 15.516 -19.133 21.824
H 20.035 -13.221 17.948
H 9.775 -21.237 19.079
H 15.754 -23.402 21.769
H 20.506 -15.776 22.329
H 15.190 -20.392 27.031
C 16.418 -18.379 25.261
H 15.822 -16.556 14.747
H 16.188 -19.455 23.591
H 9.791 -20.748 21.454
H 22.181 -17.278 18.065
H 22.212 -15.879 22.469
C 16.444 -14.351 18.253
H 17.128 -14.914 18.894
H 14.093 -21.028 28.222
O 16.433 -19.586 24.519
H 17.749 -13.681 23.859
O 16.343 -18.157 16.793
O 9.569 -19.434 19.872
C 13.832 -14.032 20.865
H 16.375 -14.883 17.305
H 20.009 -14.444 14.668
H 14.372 -13.904 24.443
C 10.574 -12.173 20.410
H 22.078 -20.245 17.788
O 17.375 -17.277 22.312
C 8.206 -15.519 22.976
H 20.200 -15.641 18.027
H 13.865 -17.167 25.326
C 9.232 -19.837 21.203
H 13.833 -18.348 27.221
C 12.857 -19.797 26.114
H 15.710 -18.515 26.078
H 12.847 -16.056 24.331
O 18.976 -13.976 16.382
O 15.828 -18.265 28.589
H 13.549 -15.092 20.845
H 15.962 -20.179 29.381
N 17.882 -16.179 15.001
H 9.513 -16.963 23.935
H 21.701 -20.697 14.109
H 11.762 -13.109 21.860
H 8.918 -20.108 17.974
C 9.036 -20.435 19.009
H 9.034 -17.370 21.115
C 15.869 -22.216 19.951
C 20.213 -16.616 19.919
C 16.720 -18.305 15.450
H 19.655 -11.993 16.741
O 21.412 -16.108 20.480
H 13.516 -20.005 25.267
H 16.367 -12.148 22.854
O 13.637 -18.020 20.535
O 19.467 -19.884 18.499
H 8.390 -14.841 23.822
H 15.672 -19.103 18.431
H 13.949 -13.699 21.893
H 11.059 -18.439 26.531
C 20.096 -20.470 19.630
O 8.138 -14.864 21.731
H 16.762 -21.091 21.955
H 17.724 -18.760 15.467
C 7.124 -13.897 21.739
O 16.458 -17.306 20.054
H 21.432 -17.327 22.116
H 16.843 -13.352 18.058
H 20.877 -21.858 18.260
C 16.096 -14.710 24.758
H 16.949 -20.035 17.570
C 21.376 -16.259 21.875
C 16.092 -19.365 17.462
H 18.173 -19.140 25.991
C 16.491 -22.823 21.199
H 8.234 -11.770 19.085
H 20.019 -19.105 18.296
F 17.820 -19.033 20.756
C 15.205 -14.007 20.212
O 15.901 -12.875 23.275
H 15.867 -17.467 30.525
H 16.617 -21.610 19.431
C 22.122 -18.516 15.687
H 17.086 -23.686 20.871
H 20.883 -13.171 16.371
H 6.165 -14.165 22.192
O 22.376 -20.656 18.612
H 20.522 -19.796 20.377
C 11.556 -13.283 20.797
F 13.270 -19.112 22.593
H 18.979 -13.036 14.505
C 22.220 -20.806 15.065
H 16.139 -19.115 14.992
C 12.858 -16.807 25.113
H 22.144 -21.815 15.461
H 15.511 -23.004 19.290
H 6.885 -13.518 20.743
H 12.559 -16.297 26.040
H 17.012 -14.223 14.586
H 14.480 -19.363 29.860
N 13.420 -19.266 27.359
H 16.582 -15.221 25.588
N 12.861 -13.248 20.105
H 10.274 -15.989 22.587
H 7.284 -16.046 23.238
H 19.458 -21.184 20.153
C 15.209 -19.453 29.050
H 9.455 -10.523 18.714
O 17.235 -21.922 21.987
H 9.651 -19.229 23.260
S 16.707 -18.014 21.272
H 16.669 -16.541 29.231
H 15.309 -19.894 16.902
H 23.282 -20.624 14.870
O 21.645 -19.848 15.944
O 14.778 -21.318 20.291
C 17.829 -18.114 25.819
H 15.926 -14.635 20.746
H 20.148 -17.736 16.050
*
```

Properties
LUMO level: 2.18 eV
ΔE to the lowest compared entry with this formula, charge and spin: 0.0 kJ/mol
Electronic energy: -122094.9179 eV
Gap between HOMO and LUMO: 8.48 eV
Largest force on an atom: 5.60 eV Å⁻¹
Highest occupied orbital energy: -6.29 eV

Results of the Mulliken charge analysis, in e, for atoms 1 through 99: H 0.18; H 0.23; C -0.61; H -0.29; C 0.42; H 0.33; H 0.55; C -0.70; C 0.26; C -1.05; N -0.33; H 0.23; H -0.87; O -0.62; O -0.65; C -0.65; H 0.46; O 0.05; O -0.29; C -0.69; O -0.39; H 0.45; C -0.68; C -0.92; H 0.33; H 0.50; H 0.40; H 0.61; H 0.30; N -0.07; H 0.33; H 0.35; C -0.85; H -0.08; C 0.09; H 0.26; O 0.24; H 0.43; H -0.20; H 0.42; C -0.71; H 0.31; H 0.42; S 0.36; H -0.32; C 0.41; H 0.34; H 0.23; H 0.01; H 0.30; H 0.34; C -0.76; N -0.45; H 0.29; H 0.31; H 0.24; H 0.18; H 0.26; C 3.29; H 0.36; H 0.33; H 0.43; H 0.38; H 0.38; C -0.10; H -0.04; H 0.45; O -0.59; H 0.29; O 0.00; O -0.24; C -0.19; H -0.01; H 0.36; H 0.35; C -0.65; H 0.36; O -0.56; C -1.02; H -0.51; H -0.44; C -0.98; H 0.22; C -0.42; H -1.69; H -0.03; O 0.13; O -0.16; H 0.23; H 0.41; N 0.14; H 0.16; H 0.32; H 0.39; H 0.25; C -0.78; H 0.29; C 0.04; C 0.41